Density functional theory data (ωB97M-V/def2-TZVPD) for C3H4N2O as an isolated structure.

Cartesian coordinates (Å):
H1 -0.51707 0.16173 2.25812
H2 -0.53310 -1.32636 -2.35936
C1 -0.01891 0.48687 0.17422
N1 0.25616 1.36542 -0.73482
C2 0.33361 0.16116 1.57151
H3 0.19144 -1.04261 0.98416
C3 -0.37737 -0.56139 -1.61262
O1 0.01094 0.65901 -1.94560
N2 -0.47310 -0.72187 -0.35773
H4 1.12742 0.81804 2.02212

Results
* max |F|: 4.51 eV Å⁻¹
* E_HOMO: -9.92 eV
* orbital gap: 0.399 hartree
* ΔE to the lowest compared entry with this formula, charge and spin: 95.69 kcal/mol

Atom charges from the Mulliken analysis, given in e for atoms 1 to 5:
1. H 0.2661
2. H 0.4075
3. C 0.3918
4. N -0.3944
5. C -0.8940